Entry 1:
DFT (ωB97M-V/def2-TZVPD) results for a single C24H16N2O6 molecule at a distorted geometry.

For the orbital gap, the calculation gives 6.8 eV. The calculation puts the HOMO energy at -8.05 eV. The calculation puts the energy above the lowest of the compared OMol25 structures with the same formula, charge and spin at 3.83 kcal/mol. Its largest force on an atom is 3.06 eV/A. As for the charge: 0. Its multiplicity is 1. As for the SMILES: Cc1cc(O)c2c(c1)C(=O)c1cc3c(c(O)c1C2=O)CN(c1ccc2ocnc2c1)CO3.

Cartesian coordinates (Å):
C  0.956  1.504  1.183
C  -3.063  -2.324  -3.540
C  -7.369  -3.167  -4.138
O  1.498  -1.425  -1.042
C  5.050  2.492  3.928
H  2.444  -1.336  -0.849
H  6.767  1.319  3.530
C  1.679  2.359  2.174
O  -2.328  1.192  -0.286
H  6.219  2.611  5.741
H  -8.357  -3.540  -4.376
H  -1.074  -2.231  -1.237
C  -3.884  -3.059  -4.391
H  -3.530  -0.408  0.285
C  -1.085  0.847  0.015
H  3.076  3.433  4.177
N  -2.674  -0.857  -1.576
C  5.158  0.769  2.208
H  -0.801  -1.028  -2.537
C  -0.476  -0.223  -0.622
O  1.048  3.219  2.751
C  -5.233  -3.006  -4.157
C  -3.233  0.129  -0.614
C  3.792  1.056  1.858
C  5.804  3.316  4.956
C  3.693  2.758  3.621
C  1.643  0.461  0.497
H  -3.563  -3.695  -5.225
C  -5.760  -2.246  -3.123
H  -5.392  -1.048  -1.380
C  -3.557  -1.551  -2.451
H  5.226  4.129  5.397
C  0.885  -0.399  -0.357
N  -7.106  -2.368  -3.118
O  3.718  -0.627  0.194
C  -0.416  1.695  0.915
H  -2.018  -2.261  -3.748
H  -0.939  2.487  1.428
C  3.066  2.026  2.540
C  -1.248  -1.164  -1.529
C  5.751  1.515  3.214
H  -4.076  0.622  -1.066
H  5.272  -0.670  0.919
O  5.854  -0.212  1.605
H  6.654  3.791  4.477
C  3.122  0.284  0.781
O  -6.245  -3.608  -4.808
C  -4.946  -1.559  -2.224

---

Entry 2:
DFT (ωB97M-V/def2-TZVPD) results for a 3-piece molecular cluster, C24H37F3N2O10S2 overall.

For the orbital gap, the calculation gives 8.3 eV. The calculation puts the HOMO energy at -9.07 eV. Its largest force on an atom is 0.57 eV/A. As for the charge: 0. Its multiplicity is 1. As for the SMILES: CC(C)[C@@H](C)COC1=C(COC(F)(F)F)C(=O)C(CON=O)=C(CN)C1=O.O=S1(=O)CCCC1.O=S1(=O)CCCC1.

Cartesian coordinates (Å):
O  1.269  5.159  4.349
H  1.652  -8.035  -7.009
C  -2.438  -1.660  -4.581
H  2.802  3.493  1.833
H  -1.078  -7.423  -4.399
O  -1.761  -5.513  -6.186
C  -2.293  0.956  1.114
O  -1.578  -1.325  -1.112
O  0.545  -4.875  -5.470
H  0.699  -7.382  -4.583
C  -1.933  1.783  2.326
N  -1.913  1.576  -0.160
H  -1.773  -0.001  1.184
C  -2.252  -0.534  -3.556
H  0.071  -2.670  -3.854
C  -0.256  -7.386  -5.110
H  -0.547  -3.442  -2.369
S  -0.367  -5.847  -6.017
C  3.675  2.859  1.654
S  -0.990  -1.120  -2.413
H  1.681  0.237  3.885
C  0.021  4.694  4.885
H  3.483  1.979  5.689
F  2.355  6.338  2.882
H  -0.711  5.504  4.866
O  -0.449  0.191  3.230
C  -2.017  3.514  3.999
H  -3.565  4.161  1.413
O  1.446  2.301  3.836
O  -4.779  3.973  2.985
F  0.313  5.749  2.412
C  1.158  6.104  3.408
H  -1.987  -3.795  -4.605
C  4.503  3.612  3.905
H  3.564  3.916  4.365
C  3.590  1.207  3.644
O  -6.202  3.447  4.467
H  -2.861  -3.248  -3.169
H  1.889  0.965  2.296
O  -2.701  4.072  4.822
C  -0.541  3.513  4.143
H  0.209  4.470  5.936
H  -3.366  0.754  1.089
C  -3.828  3.367  2.115
H  -2.563  2.317  -0.405
C  -0.304  -8.458  -6.194
C  3.844  1.103  5.151
N  -5.442  2.975  3.721
C  4.314  2.410  2.975
C  0.609  -7.957  -7.322
C  -0.710  1.355  3.076
H  4.908  0.966  5.361
F  0.676  7.264  3.900
H  -1.901  0.397  -3.993
H  0.493  -8.550  -8.228
H  -1.763  -1.505  -5.426
H  -3.147  -0.353  -2.965
H  -1.327  -8.568  -6.559
H  3.322  0.230  5.556
H  0.019  -9.423  -5.808
H  -3.455  -1.667  -4.971
C  0.132  2.452  3.682
H  -0.553  -6.379  -8.303
H  3.355  2.014  1.037
H  4.395  3.431  1.064
O  0.209  -0.333  -2.558
C  -0.768  -2.731  -3.161
H  5.319  2.049  2.723
C  0.253  -6.489  -7.581
H  -1.008  2.031  -0.082
H  4.902  4.457  3.339
H  1.104  -5.882  -7.879
C  -2.590  2.837  2.787
C  2.097  1.097  3.360
C  -2.082  -2.984  -3.890
H  5.218  3.391  4.703
H  4.022  0.304  3.192
H  -4.315  2.559  1.560

---

Entry 3:
DFT (ωB97M-V/def2-TZVPD) results for C34H25N6O9PSW as an isolated structure.

For the orbital gap (spin up / spin down), the calculation gives 6.1 / 6.8 eV. The calculation puts the HOMO energy (spin up / spin down) at -7.85 / -8.62 eV. The calculation puts the energy above the lowest of the compared OMol25 structures with the same formula, charge and spin at 64.56 kcal/mol. Its largest force on an atom is 0.71 eV/A. As for the charge: 0. Its multiplicity is 3.

Cartesian coordinates (Å):
C  -1.532  -3.374  3.238
H  0.395  1.987  5.740
H  -4.118  4.231  6.294
H  1.617  -2.193  3.590
C  -3.574  3.933  5.408
O  4.990  -0.459  0.221
C  -3.345  2.492  3.482
C  2.820  2.865  3.546
N  0.241  0.259  -5.248
C  3.799  -0.364  0.279
C  1.565  0.978  2.724
H  -3.694  1.676  2.865
O  2.505  -3.364  -1.045
C  -1.716  4.226  3.910
N  -1.441  2.824  1.998
C  -2.414  4.606  5.044
H  -0.033  0.309  4.001
N  1.539  -4.397  -6.117
C  -0.245  -3.235  3.743
P  1.330  -0.290  1.441
H  -0.808  4.745  3.624
O  -1.598  1.250  -5.172
H  -2.992  -2.356  -4.505
H  0.587  -1.985  -6.707
C  1.919  -2.462  -1.577
C  1.446  -1.046  -3.569
H  -0.537  3.265  1.848
O  1.973  -5.435  -5.667
C  1.873  -3.387  -3.893
C  -1.177  0.132  -3.063
O  1.076  1.095  -5.883
C  -2.368  -1.471  -4.546
C  -1.958  -2.580  2.184
C  2.037  2.891  4.695
H  2.226  3.630  5.464
C  2.966  -1.077  1.334
W  1.108  0.403  -0.997
H  0.090  -3.858  4.561
C  0.955  -2.048  -5.692
H  3.205  1.914  1.675
C  1.015  1.969  4.853
N  -0.733  0.543  -1.773
H  -2.376  -1.397  -2.356
H  -2.227  -1.637  -6.623
C  -2.185  3.171  3.136
C  1.818  -2.285  -3.056
C  1.483  -3.231  -5.209
H  -2.202  -4.108  3.666
H  -4.935  2.357  4.900
C  -1.125  1.695  0.061
C  -2.002  -0.895  -3.241
O  1.135  -1.609  -0.885
H  3.490  -1.049  2.288
C  -4.030  2.882  4.623
H  -0.973  0.447  -7.009
C  -1.942  -1.072  -5.744
C  -1.128  0.169  -5.970
C  0.898  -0.968  -4.841
H  -0.091  1.875  -3.851
C  0.614  -2.298  3.193
H  -2.050  5.431  5.642
C  0.189  -1.497  2.132
O  1.572  0.066  -2.830
S  0.448  2.541  -0.207
C  -1.098  -1.642  1.628
N  -1.633  0.842  -0.837
O  3.084  0.385  -0.580
H  -2.958  -2.691  1.788
C  0.775  1.018  3.868
H  -1.438  -1.030  0.803
N  -1.863  1.907  1.164
O  1.140  -4.239  -7.254
H  3.619  3.584  3.415
C  -0.616  0.987  -4.187
H  2.847  -2.114  1.014
H  2.183  -4.349  -3.510
C  2.588  1.916  2.566

---

Number 1: E_tot -1485.1481 a.u.. Number 2: E_tot -2894.4538 a.u.. Number 3: E_tot -3122.7795 a.u..